Formula: C84H178O51
Source: the Open Molecules 2025 dataset
Level of theory: ωB97M-V/def2-TZVPD

The calculation puts the electronic energy at -194395.914 eV. The largest force on an atom comes out at 2.9 eV Å⁻¹. The LUMO energy is 0.1 eV. As for the total charge: 0. For the HOMO energy, the calculation gives -8.6543 eV.

Structure (XYZ):
```
313
Properties=species:S:1:pos:R:3:forces:R:3
C -7.001725 -23.646217 31.617770 0.72 0.42 0.12
C -8.132661 -24.679867 31.715794 0.98 1.20 -0.56
O -9.203817 -23.908788 31.222102 -1.89 -1.16 -0.30
C -8.978163 -22.598978 31.250338 0.36 -0.38 -0.10
O -9.794724 -21.772111 31.034794 -0.51 0.73 -0.05
O -7.696287 -22.390991 31.510400 0.82 0.46 0.41
H -6.327502 -23.690901 30.747765 -0.37 -0.39 0.13
H -6.388478 -23.602598 32.509573 0.16 -0.03 0.08
H -8.317043 -24.951248 32.747967 -0.10 -0.36 0.06
H -7.971980 -25.507885 31.038548 -0.08 -0.41 0.21
C -13.387265 -26.992155 30.230193 1.72 0.11 0.55
C -14.504122 -26.524872 29.322613 -1.03 -0.29 -0.87
O -13.827501 -25.689403 28.376805 0.50 0.14 0.23
C -12.611550 -25.307812 28.857023 -0.39 -0.21 -0.03
O -11.941090 -24.474331 28.320890 -0.10 -0.51 0.61
O -12.301332 -26.021245 29.985261 -0.83 0.31 -1.05
H -12.991132 -27.984828 29.914554 -0.38 0.66 0.32
H -13.483398 -26.942964 31.324754 -0.61 -0.26 -0.53
H -15.361993 -25.941156 29.707065 0.70 -0.28 0.43
H -14.940689 -27.378136 28.763100 0.30 0.49 0.33
C -9.685583 -16.526843 25.970830 -1.17 -0.93 -0.29
C -8.610753 -15.924625 25.111113 -0.03 0.70 -1.52
O -8.541268 -16.853348 24.002960 0.58 0.31 -0.20
C -9.071246 -18.016595 24.341263 -0.41 -1.22 0.57
O -8.908836 -19.072920 23.797014 -0.13 0.69 0.00
O -9.841903 -17.888983 25.461493 0.67 0.70 0.10
H -10.657936 -16.053330 25.844156 0.06 0.19 -0.02
H -9.478723 -16.598946 27.018597 0.35 0.03 0.56
H -7.609226 -15.828404 25.519262 0.03 -0.15 0.31
H -8.904543 -14.965690 24.641418 0.14 -0.40 0.55
C -0.811847 -25.050793 26.989882 0.55 0.04 -0.62
C -0.596476 -25.502519 28.434007 0.13 -0.91 -0.71
O 0.118378 -24.388743 28.954246 0.76 0.04 1.42
C -0.205425 -23.302668 28.297468 -0.95 0.42 -1.41
O 0.003412 -22.165798 28.588200 0.40 0.29 0.54
O -0.882562 -23.635991 27.169241 0.01 0.46 0.17
H -1.723826 -25.366948 26.505156 -0.18 -0.19 0.28
H 0.036867 -25.199201 26.288817 -0.23 -0.40 0.64
H 0.087829 -26.367680 28.533640 -0.73 0.31 0.00
H -1.544865 -25.598070 28.992949 0.62 -0.12 -0.41
C -9.562909 -26.334744 28.351877 0.49 0.27 -0.83
C -8.305553 -25.801975 27.701182 -0.54 2.01 0.22
O -7.797834 -26.942411 27.056776 0.90 1.45 -1.65
C -8.123921 -27.987705 27.760247 -0.45 -1.25 0.69
O -7.558817 -29.034513 27.679512 -0.44 -0.23 0.32
O -9.174833 -27.672483 28.564218 0.26 -1.77 0.58
H -10.312000 -26.292934 27.574878 -0.74 -0.12 0.12
H -9.898775 -25.919366 29.293230 0.08 0.31 -0.10
H -7.579145 -25.462810 28.405828 0.72 0.12 0.87
H -8.446020 -24.916691 27.058084 -0.08 -0.79 -0.24
C -2.459319 -21.280897 25.914610 1.87 0.14 -0.07
C -3.859134 -20.958431 25.479453 -0.65 0.66 -0.18
O -3.672577 -20.002245 24.432845 0.02 0.47 -0.02
C -2.387996 -19.944793 24.086413 0.80 0.83 -1.54
O -1.975996 -19.237884 23.197969 -0.21 -0.63 0.81
O -1.629921 -20.777743 24.813920 -0.70 0.00 0.34
H -2.171065 -22.313187 26.023791 -0.44 -0.32 -0.06
H -2.066348 -20.773264 26.808544 -0.62 0.06 -0.08
H -4.458171 -20.438686 26.230913 -0.03 -0.60 0.11
H -4.395532 -21.759368 24.981735 -0.09 -0.52 0.53
C -2.233910 -15.706400 22.763293 -0.49 0.44 0.92
O -1.322836 -14.872767 23.464026 0.91 -0.70 -0.28
C -1.668506 -13.583424 23.795107 -0.02 0.76 0.23
C -2.538042 -13.444290 25.005719 -0.04 0.43 0.95
O -3.859464 -13.852887 24.820087 -0.07 0.08 -1.71
C -4.668620 -13.739422 25.923734 -1.71 -0.69 0.44
C -4.674625 -15.046499 26.707977 0.34 0.62 0.22
O -5.181613 -16.026519 25.862052 0.07 -0.82 -0.38
C -4.876521 -17.382952 26.177097 -0.83 0.36 -0.13
H -2.538577 -15.299202 21.801651 0.22 0.08 -0.26
H -3.133138 -15.861601 23.358241 -0.22 0.03 0.04
H -1.738995 -16.654966 22.697366 0.21 -0.45 -0.45
H -2.155653 -13.032797 22.974256 0.13 -0.14 -0.11
H -0.738756 -13.031291 24.086536 -0.48 -0.51 -0.50
H -2.511886 -12.367841 25.225867 -0.09 0.08 0.33
H -2.155497 -13.995533 25.871672 0.55 0.10 -0.06
H -5.724749 -13.599002 25.572335 0.82 0.18 0.13
H -4.393235 -12.913019 26.573748 0.08 0.29 0.15
H -5.320149 -14.936675 27.589174 0.23 0.00 0.25
H -3.632821 -15.242868 26.997821 -0.17 -0.32 0.24
H -5.514298 -17.761208 26.979773 -0.38 -0.06 -0.07
H -3.879936 -17.554405 26.542524 0.90 0.30 -0.11
H -5.031216 -17.935329 25.248641 0.02 -0.13 0.24
C -4.726799 -15.309626 30.561890 0.02 0.62 0.81
O -3.329614 -15.262382 30.435357 0.78 -1.45 -0.49
C -2.686409 -16.508315 30.879639 -0.70 0.02 0.35
C -1.181301 -16.397017 30.566183 -0.96 -0.24 -1.42
O -0.361481 -17.375831 31.135391 -0.16 0.19 1.56
C -0.315263 -17.325522 32.578108 -0.24 -1.07 0.02
C 0.911317 -18.097530 32.999250 0.41 0.30 0.13
O 2.073000 -17.377966 32.701067 1.45 0.55 -0.21
C 2.499294 -16.452428 33.655249 0.25 1.07 0.92
H -5.250236 -14.468086 30.142595 0.53 0.74 -0.79
H -4.960240 -15.172592 31.603052 -0.41 -0.65 0.84
H -5.215572 -16.161055 30.127831 0.04 -0.93 -0.09
H -3.181144 -17.431969 30.436607 0.52 1.13 0.24
H -2.782207 -16.588163 31.986560 -0.26 0.06 -0.50
H -0.924792 -15.404544 30.923818 0.44 0.36 -0.28
H -1.038900 -16.551353 29.470356 0.02 0.66 0.69
H -1.163594 -17.878875 32.995223 -0.27 0.12 -0.06
H -0.331924 -16.319256 33.032959 0.10 -0.05 -0.61
H 1.015356 -18.977028 32.380706 -0.39 -0.43 -0.07
H 0.933398 -18.412948 34.055710 -0.41 0.14 -0.23
H 2.537300 -16.842319 34.678979 -0.46 -0.28 -0.02
H 1.923893 -15.506828 33.687047 -0.23 -0.44 -0.15
H 3.532048 -16.105673 33.521888 -0.12 -0.46 -0.75
C 4.315933 -21.621156 28.226941 0.85 -1.15 -0.38
O 4.489014 -21.239970 29.566331 2.04 -1.22 -1.05
C 3.533436 -20.456817 30.100443 -2.52 -0.19 1.37
C 3.536284 -19.062344 29.617374 0.33 1.18 0.79
O 2.809619 -18.943182 28.428480 1.50 0.29 -0.93
C 1.449434 -18.980333 28.668094 -0.60 0.21 0.66
C 0.713567 -18.914957 27.364305 -0.68 -0.30 -1.31
O 0.022841 -17.686537 27.199676 0.43 0.57 1.15
C -0.293690 -17.430061 25.877418 0.07 -0.56 -1.01
H 5.243590 -22.057876 27.849456 0.14 0.07 0.39
H 4.033614 -20.907248 27.495951 -0.21 1.53 -0.15
H 3.581766 -22.390995 28.111608 -0.81 -0.77 0.34
H 3.625404 -20.511630 31.192700 0.23 0.14 -0.08
H 2.512772 -20.857201 29.884469 0.61 -0.15 0.14
H 4.575284 -18.754744 29.502388 0.05 0.08 -0.60
H 3.144564 -18.376927 30.385211 -0.26 -0.10 -0.03
H 1.220939 -18.137439 29.335310 -0.53 -0.03 -0.19
H 1.205129 -19.902518 29.210491 -0.38 0.15 -0.20
H -0.033965 -19.728091 27.292852 0.24 0.10 0.07
H 1.389784 -19.044478 26.483659 -0.08 -0.04 0.81
H 0.551179 -17.203252 25.227566 0.61 -0.26 0.13
H -0.901777 -16.564352 25.757495 -0.81 0.65 0.42
H -0.794332 -18.294061 25.451234 -0.27 -0.13 -0.33
C -15.109772 -12.424361 30.489005 -0.16 1.14 0.56
O -15.315250 -13.787851 30.627404 0.53 -0.59 0.22
C -14.070763 -14.497695 30.799199 -1.27 0.77 0.04
C -14.499187 -15.920471 30.697921 -0.68 -0.31 0.21
O -13.435040 -16.796382 30.832197 0.35 -0.30 -0.23
C -12.773429 -17.094066 29.629861 0.98 -0.49 0.23
C -12.199410 -18.476023 29.841559 -0.71 0.46 -0.22
O -13.318458 -19.321904 29.772728 0.52 -1.44 0.53
C -12.825970 -20.667433 29.703104 -1.04 -0.11 0.66
H -15.977863 -11.918746 30.049495 0.10 -0.50 -0.34
H -14.211549 -12.262191 29.881464 -0.13 0.44 0.07
H -15.035357 -11.926417 31.477276 0.52 -0.20 -0.26
H -13.565130 -14.274516 31.753812 -0.29 0.01 -0.16
H -13.415645 -14.220870 29.986017 0.46 0.09 -0.36
H -15.048410 -16.056321 29.745108 0.20 -0.07 0.38
H -15.174553 -16.140872 31.527621 -0.15 0.07 -0.13
H -11.972159 -16.386918 29.405714 0.09 0.30 0.05
H -13.445600 -17.139177 28.773611 -0.25 0.09 -0.02
H -11.725896 -18.545086 30.828817 0.13 0.03 -0.12
H -11.508842 -18.786047 29.061087 0.46 0.29 -0.22
H -12.657736 -20.897029 28.664220 0.15 -0.43 -0.49
H -13.558812 -21.349696 30.158011 -0.16 0.26 -0.46
H -11.930454 -20.863930 30.286412 0.35 0.45 0.00
C -11.947539 -21.220311 24.667003 -0.44 0.36 0.10
O -13.322982 -20.891442 24.440063 0.47 -0.97 -0.21
C -14.053661 -22.113247 24.253096 -0.39 0.95 0.39
C -14.230899 -22.842896 25.530961 -0.88 -0.78 0.90
O -15.067040 -22.053187 26.321882 -1.21 0.68 1.52
C -15.344840 -22.534582 27.647728 1.09 -0.44 -0.39
C -16.343540 -21.704587 28.394033 -1.09 0.75 0.11
O -17.596819 -21.871970 27.744881 -0.80 0.50 -0.22
C -18.627440 -20.945039 28.118768 1.08 0.00 0.10
H -11.710368 -21.973613 23.900349 0.74 0.31 0.26
H -11.776996 -21.630841 25.677183 -0.15 -0.10 -0.28
H -11.342685 -20.302833 24.626410 -0.22 -0.35 -0.44
H -13.576994 -22.832071 23.571533 -0.04 0.55 -0.47
H -15.075563 -21.805713 23.985211 0.46 -0.18 -0.56
H -13.296206 -23.001882 26.057645 0.34 -0.47 0.05
H -14.759420 -23.802086 25.322357 0.58 0.15 0.09
H -14.411379 -22.512820 28.230005 -0.02 -0.17 -0.08
H -15.694215 -23.583263 27.622289 0.03 0.27 -0.16
H -16.057818 -20.634777 28.474945 0.00 -0.37 -0.40
H -16.465534 -22.037792 29.446721 0.43 -0.18 -0.34
H -18.330040 -19.904121 27.902829 -0.08 -0.32 -0.11
H -18.827122 -21.007927 29.180107 0.00 -0.04 0.56
H -19.561283 -21.185333 27.621666 0.19 -0.17 -0.39
C 0.340877 -21.566323 31.823227 -0.19 0.05 -0.88
O 0.186930 -21.399903 33.201269 -0.04 0.00 0.11
C 1.306022 -21.900869 33.870996 -0.32 -0.22 1.75
C 1.111441 -21.681926 35.366343 1.19 -1.48 0.38
O 1.236030 -20.336937 35.691875 -0.54 0.54 -1.29
C 1.140946 -20.071204 37.039866 -0.49 -0.28 1.50
C 1.389457 -18.578646 37.324918 0.97 -1.75 -0.97
O 2.771259 -18.245125 37.395776 -1.01 0.91 0.96
C 3.605330 -18.778240 36.417040 0.07 -1.00 0.15
H -0.508237 -21.104464 31.305673 0.37 0.02 0.16
H 0.433437 -22.592056 31.468171 -0.42 -0.58 0.40
H 1.288886 -21.161242 31.505291 0.23 0.76 -0.27
H 2.248762 -21.422504 33.649651 0.32 0.42 -0.81
H 1.393004 -22.973389 33.689610 0.17 -0.20 -0.05
H 1.903920 -22.219823 35.965756 -0.36 0.09 -0.78
H 0.192689 -22.184352 35.671920 -0.58 0.52 0.18
H 1.834411 -20.771406 37.578972 -0.35 0.73 0.02
H 0.106430 -20.284487 37.416238 0.51 -0.06 -0.24
H 0.911144 -18.392688 38.270366 0.12 0.60 0.40
H 0.893704 -18.058723 36.502650 -0.08 0.38 0.06
H 3.844532 -19.808961 36.669029 -0.04 -0.49 -0.09
H 4.556501 -18.276300 36.481964 0.14 0.59 -0.32
H 3.144873 -18.794073 35.434927 0.20 0.31 -0.31
C -1.868623 -31.312429 25.357782 0.98 0.37 0.01
O -2.402519 -31.062775 26.626649 -0.33 0.70 0.14
C -3.112116 -29.850732 26.796295 0.29 0.46 0.08
C -2.329026 -28.544242 26.610324 0.72 -0.80 0.58
O -3.000936 -27.441805 27.188896 0.31 -0.28 0.36
C -4.127935 -27.021581 26.456557 -0.91 0.77 -1.07
C -4.760783 -25.792240 27.097581 0.65 -0.54 0.73
O -3.863804 -24.718047 26.947681 0.24 0.64 0.67
C -4.012306 -23.732843 27.979901 -0.20 0.00 -0.67
H -1.760499 -32.388399 25.313066 -0.15 -0.17 -0.52
H -0.860307 -30.880897 25.229341 -0.09 -0.05 0.26
H -2.442293 -30.867402 24.550703 -0.57 -0.32 -0.20
H -3.472532 -29.923022 27.816119 -0.25 0.30 0.12
H -3.936743 -29.693058 26.110550 -0.62 -0.96 -0.21
H -2.117728 -28.365521 25.576656 -0.26 0.25 -1.09
H -1.320229 -28.689475 27.006344 -0.11 0.45 0.75
H -4.896130 -27.805553 26.321021 0.31 0.21 0.29
H -3.835652 -26.671062 25.443367 0.07 -0.38 0.23
H -4.968261 -26.003988 28.165853 0.21 0.09 -0.14
H -5.686833 -25.505744 26.638368 -0.61 -0.30 -0.45
H -3.667950 -24.161810 28.942078 -0.26 0.40 -0.31
H -5.051799 -23.348085 28.017855 0.23 -0.42 0.23
H -3.424512 -22.863312 27.676230 0.15 -0.33 0.36
C -3.593242 -22.085310 33.342542 -0.86 1.57 0.91
O -3.984219 -23.372318 32.997602 0.34 -0.08 -0.66
C -3.159409 -23.807928 31.913970 -0.20 -0.37 0.51
C -3.579265 -25.241642 31.648693 1.11 1.12 0.77
O -2.727920 -25.771656 30.676064 0.36 -0.70 0.47
C -2.915734 -27.176930 30.544113 0.07 0.04 -1.30
C -2.769663 -28.026076 31.768560 -0.78 -0.08 0.40
O -1.528583 -27.882449 32.341316 1.96 0.07 -0.03
C -1.325250 -28.633717 33.533546 -0.35 -0.53 -1.03
H -2.708851 -21.965361 33.963076 0.74 -0.62 -0.29
H -4.342711 -21.627484 33.984133 -0.51 -0.34 -0.05
H -3.527527 -21.419226 32.481683 0.23 -0.05 -0.30
H -2.126337 -23.770738 32.276246 0.14 -0.10 -0.41
H -3.280968 -23.172642 31.030766 -0.02 0.15 0.04
H -4.599321 -25.244012 31.299558 -0.72 -0.32 0.05
H -3.445528 -25.695138 32.644210 -0.41 -0.41 -0.47
H -2.195975 -27.535119 29.784157 -0.32 0.35 0.31
H -3.923136 -27.302127 30.118816 0.07 -0.42 0.10
H -2.988617 -29.048871 31.484996 0.14 -0.58 -0.37
H -3.541406 -27.811294 32.497103 -0.47 0.32 0.44
H -2.074003 -28.236366 34.198974 -0.11 -0.41 1.00
H -0.307525 -28.543782 33.909809 -0.09 0.67 -0.14
H -1.424890 -29.725923 33.345382 -0.45 0.51 0.11
C -8.096491 -25.784379 17.790273 -0.30 0.07 0.47
O -7.228360 -26.586450 18.564520 0.76 0.26 -0.26
C -6.236887 -25.766173 19.194379 -0.74 -1.15 -0.20
C -5.479973 -26.535861 20.244877 -1.25 0.27 0.52
O -6.351154 -26.696743 21.380205 1.01 -0.50 -0.01
C -5.794235 -27.519064 22.416895 -0.05 0.74 -0.25
C -6.519324 -27.251567 23.692752 -1.59 -0.35 0.93
O -6.243874 -25.988090 24.212555 1.06 -0.28 -0.08
C -7.242051 -25.059295 23.994554 -0.57 1.30 0.12
H -7.572768 -25.024116 17.207029 0.24 -0.18 -0.28
H -8.742412 -25.218433 18.476970 -0.25 -0.12 -0.19
H -8.688159 -26.432505 17.134538 0.14 0.19 0.22
H -6.775064 -24.914179 19.612145 0.37 0.23 0.38
H -5.484093 -25.425075 18.491093 -0.03 0.25 -0.57
H -4.622088 -25.908124 20.433295 0.50 0.25 0.81
H -5.087609 -27.493754 19.910794 -0.25 -0.24 -0.31
H -4.747032 -27.223984 22.604287 -0.11 -0.24 -0.22
H -5.862741 -28.588430 22.208444 0.09 -0.08 -0.42
H -6.289322 -27.989285 24.460397 0.57 -0.23 -0.02
H -7.626232 -27.329021 23.663521 0.37 -0.25 -0.77
H -6.732459 -24.107800 24.145807 -0.39 0.30 0.03
H -8.039949 -25.167487 24.750542 0.02 0.07 -0.23
H -7.695582 -25.044124 22.984732 0.38 -0.33 0.35
C -9.334660 -22.348943 27.883242 1.10 -1.40 -0.29
O -8.062857 -22.587001 27.194707 -1.46 1.42 0.20
C -7.875715 -21.543336 26.210381 0.80 -0.84 0.86
C -7.486132 -20.199046 26.781598 0.54 0.77 0.11
O -6.309534 -20.222131 27.547413 1.15 -0.18 -0.15
C -6.341318 -20.507934 28.931419 0.51 0.36 -0.39
C -4.998176 -19.981950 29.550556 -2.18 -1.07 -0.56
O -3.981845 -20.944127 29.329044 0.95 1.29 0.05
C -2.689571 -20.373792 29.650159 0.35 -0.80 0.14
H -9.385086 -21.396201 28.404535 0.18 -0.08 0.19
H -9.430938 -23.222193 28.528777 -0.08 0.40 0.52
H -10.174653 -22.446923 27.210250 -0.20 0.24 -0.56
H -8.804814 -21.368813 25.683549 -0.13 -0.30 -0.76
H -7.030110 -21.952553 25.618470 -0.71 0.58 -0.15
H -8.265856 -19.645370 27.344008 -0.05 -0.51 -0.26
H -7.190984 -19.561272 25.929693 -0.49 -0.21 0.08
H -6.442159 -21.596044 29.092895 -0.06 0.39 0.18
H -7.216187 -19.958153 29.313711 0.24 -0.25 0.57
H -5.243961 -19.852868 30.601438 0.50 0.04 0.38
H -4.802015 -19.005395 29.104446 0.34 0.01 -0.10
H -2.452990 -19.407275 29.171186 -0.55 -0.20 0.20
H -1.883372 -21.048829 29.361133 -0.35 -0.29 -0.55
H -2.529256 -20.348657 30.732207 -0.46 0.63 0.16
C -6.384517 -18.985125 32.845522 -0.56 -0.61 0.59
O -6.547202 -18.745621 34.249895 0.25 0.10 -0.55
C -6.464352 -19.858476 35.107388 1.27 0.17 0.96
C -5.078820 -19.898712 35.807677 -0.02 -0.83 -0.51
O -5.072727 -21.120150 36.585856 0.04 0.82 -1.14
C -3.866115 -21.287087 37.321589 -0.48 0.38 -0.16
C -4.283444 -21.790979 38.683863 0.40 -0.38 0.32
O -4.216751 -23.216069 38.737190 -0.76 0.69 -0.52
C -4.585328 -23.728609 39.989567 0.39 -0.01 0.34
H -6.446435 -18.022498 32.351973 -0.16 0.14 -0.03
H -7.192760 -19.656058 32.517799 0.09 0.23 -0.20
H -5.443864 -19.452899 32.528446 0.16 0.05 0.63
H -6.502881 -20.827944 34.611823 -0.55 -0.01 -0.34
H -7.230936 -19.784771 35.896258 0.06 -0.06 -0.50
H -4.842439 -19.017730 36.428878 -0.38 -0.25 -0.03
H -4.296480 -19.937690 35.009618 -0.35 0.06 0.50
H -3.476943 -20.275085 37.398372 0.63 0.04 0.43
H -3.126166 -21.920564 36.793781 -0.42 0.09 0.30
H -5.296135 -21.373359 38.838050 0.19 -0.53 0.14
H -3.646950 -21.392312 39.481742 0.18 0.09 -0.01
H -5.567614 -23.438037 40.367515 -0.12 0.57 -0.23
H -3.813285 -23.427198 40.716088 -0.28 -0.31 0.15
H -4.659668 -24.803662 39.895775 0.42 -0.29 0.00
```
Positions in Å, forces in eV/Å.